ORCA calculation (wB97M-V/def2-TZVPD) on a cluster of 8 separate species, C23H43Cl9O10S5 in total in a non-equilibrium geometry.

```
90
C23H43Cl9O10S5 wB97M-V/def2-TZVPD
O -0.893 3.904 2.453
S -0.366 3.910 1.117
O -0.215 2.648 0.381
C -1.212 5.059 0.070
C -0.161 5.739 -0.802
C 1.217 5.175 -0.469
C 1.134 4.836 1.007
H -1.672 5.881 0.658
H -1.931 4.489 -0.549
H -0.428 5.718 -1.870
H 0.058 6.815 -0.513
H 2.036 5.888 -0.607
H 1.604 4.246 -0.993
H 1.036 5.724 1.635
H 1.929 4.280 1.412
O 3.244 1.321 2.718
S 3.010 -0.083 2.849
O 3.609 -1.022 1.923
C 3.453 -0.592 4.552
C 2.213 -1.393 4.976
C 1.034 -0.593 4.543
C 1.229 -0.333 3.051
H 3.551 0.290 5.207
H 4.362 -1.158 4.504
H 2.280 -2.442 4.654
H 2.210 -1.447 6.082
H 0.986 0.396 5.036
H 0.027 -0.993 4.807
H 0.751 0.475 2.590
H 1.105 -1.271 2.587
O -2.000 1.060 -3.236
S -1.441 2.119 -4.054
O -2.259 3.264 -4.462
C -0.017 2.828 -3.179
C 1.128 2.707 -4.102
C 0.961 1.365 -4.957
C -0.426 1.469 -5.501
H 0.142 2.279 -2.261
H -0.268 3.859 -2.902
H 0.991 3.493 -4.905
H 2.083 2.898 -3.625
H 1.153 0.558 -4.330
H 1.547 1.356 -5.863
H -0.818 0.451 -5.734
H -0.542 2.167 -6.312
O -7.916 -3.678 3.188
S -6.562 -3.443 2.665
O -5.392 -4.069 3.148
C -6.561 -3.404 0.842
C -6.229 -1.967 0.426
C -5.408 -1.461 1.598
C -6.218 -1.720 2.816
H -7.450 -3.946 0.447
H -5.678 -3.932 0.612
H -5.762 -1.824 -0.570
H -7.122 -1.365 0.436
H -5.154 -0.404 1.488
H -4.448 -2.043 1.566
H -7.149 -1.061 2.981
H -5.612 -1.638 3.738
O 2.836 -0.395 -2.020
S 4.212 -0.620 -1.747
O 5.147 -0.850 -2.796
C 4.845 0.576 -0.603
C 5.927 -0.180 0.270
C 5.866 -1.703 -0.125
C 4.485 -2.000 -0.678
H 3.953 0.844 -0.022
H 5.177 1.450 -1.229
H 6.926 0.204 0.096
H 5.822 -0.012 1.353
H 5.930 -2.282 0.797
H 6.607 -2.033 -0.852
H 3.670 -1.971 0.068
H 4.314 -2.910 -1.229
Cl -2.735 -5.809 2.556
C -1.251 -5.199 3.138
Cl -0.874 -5.880 4.710
Cl -1.189 -3.418 3.254
H -0.443 -5.396 2.471
Cl -1.590 -5.049 -4.188
C -0.953 -3.711 -5.046
Cl -2.167 -2.481 -5.474
Cl 0.055 -4.243 -6.331
H -0.283 -3.165 -4.316
Cl -1.823 -0.396 0.553
C -1.512 -0.945 -1.128
Cl -1.809 -2.720 -1.056
Cl 0.223 -0.688 -1.602
H -2.140 -0.403 -1.790
```

Values from the calculation:
Kohn-Sham gap	10.413	eV
multiplicity	1
SMILES string	O=S1(=O)CCCC1.O=S1(=O)CCCC1.O=S1(=O)CCCC1.O=S1(=O)CCCC1.O=S1(=O)CCCC1.ClC(Cl)Cl.ClC(Cl)Cl.ClC(Cl)Cl
LUMO energy	0.3	eV
net charge	0

***

ORCA calculation (wB97M-V/def2-TZVPD) on a cluster of 7 separate species, C23H43N10O15 in total in a non-equilibrium geometry.

```
91
C23H43N10O15 wB97M-V/def2-TZVPD
C -4.995 -0.369 -1.612
C -3.820 -1.012 -2.314
O -3.356 -2.201 -1.673
C -2.764 -2.008 -0.423
C -1.292 -1.785 -0.552
N -0.729 -0.593 -0.447
C 0.586 -0.802 -0.621
N 1.532 0.107 -0.572
C 1.239 1.491 -0.222
C 0.170 2.161 -1.084
O 0.236 2.122 -2.272
C -0.902 2.889 -0.352
C -0.557 3.903 0.544
C -1.558 4.584 1.240
C -2.897 4.233 1.041
C -3.246 3.224 0.145
C -2.243 2.554 -0.554
C 2.924 -0.252 -0.766
C 3.578 -0.821 0.542
C 4.943 -0.195 0.792
O 2.753 -0.550 1.668
N 0.806 -2.118 -0.835
N -0.401 -2.744 -0.781
C -0.587 -4.179 -0.951
H -5.685 -1.129 -1.260
H -5.474 0.355 -2.254
H -4.650 0.184 -0.736
H -4.131 -1.326 -3.305
H -3.007 -0.304 -2.467
H -2.935 -2.915 0.159
H -3.159 -1.177 0.155
H 2.159 2.045 -0.361
H 0.989 1.562 0.832
H 0.478 4.169 0.706
H -1.303 5.370 1.931
H -3.665 4.754 1.593
H -4.277 2.953 -0.010
H -2.482 1.778 -1.262
H 3.454 0.651 -1.030
H 3.026 -0.965 -1.582
H 3.678 -1.902 0.432
H 4.816 0.493 1.620
H 5.337 0.344 -0.062
H 5.664 -0.932 1.125
H 2.358 -1.365 1.982
H 1.694 -2.566 -0.984
H 0.339 -4.690 -0.728
H -1.328 -4.485 -0.222
H -0.960 -4.388 -1.946
C 8.561 2.511 0.148
N 7.986 1.414 0.976
O 7.160 1.709 1.817
O 8.377 0.290 0.753
H 8.113 3.446 0.462
H 9.634 2.509 0.311
H 8.331 2.288 -0.889
C -7.194 6.491 -0.252
N -6.929 5.145 0.327
O -7.344 4.909 1.435
O -6.298 4.362 -0.364
H -7.756 7.068 0.472
H -6.232 6.947 -0.465
H -7.760 6.345 -1.167
C 4.301 3.327 2.822
N 4.079 3.881 1.458
O 2.944 3.883 1.012
O 5.051 4.293 0.869
H 3.348 2.994 3.216
H 5.004 2.504 2.724
H 4.727 4.121 3.427
C -0.995 -7.836 1.151
N 0.082 -6.867 1.492
O 0.142 -6.448 2.624
O 0.857 -6.564 0.600
H -1.590 -8.009 2.039
H -1.587 -7.400 0.353
H -0.510 -8.747 0.813
C 4.025 -7.127 2.255
N 3.835 -8.591 2.449
O 2.854 -9.100 1.942
O 4.668 -9.170 3.106
H 3.203 -6.757 1.653
H 4.031 -6.667 3.238
H 4.979 -6.980 1.757
C -6.001 3.666 -3.515
N -6.156 2.376 -4.240
O -7.164 2.200 -4.882
O -5.247 1.572 -4.133
H -6.883 4.266 -3.702
H -5.894 3.442 -2.461
H -5.105 4.147 -3.898
```

Values from the calculation:
Kohn-Sham gap	8.901	eV
multiplicity	1
LUMO energy	-2.6	eV
net charge	+1

***

ORCA calculation (wB97M-V/def2-TZVPD) on a structure of composition C23H43N5RuS2Se2Si2 in a non-equilibrium geometry.

```
78
C23H43N5RuS2Se2Si2 wB97M-V/def2-TZVPD
Ru -0.439 0.030 -0.457
S -1.212 -0.617 2.119
C -2.627 -0.553 1.100
N -2.452 -0.338 -0.152
C -3.561 -0.108 -0.916
C -3.642 -0.011 -2.286
C -4.899 0.148 -2.836
C -6.056 0.048 -2.077
C -5.951 -0.119 -0.717
C -4.698 -0.211 -0.115
S -4.308 -0.597 1.548
H -2.752 0.166 -2.873
H -4.939 0.367 -3.932
H -7.077 0.116 -2.492
H -6.776 -0.231 -0.033
C 1.235 -3.290 -1.816
Se -0.336 -2.149 -1.868
C -1.670 -3.373 -1.272
C -1.773 -3.729 0.200
Se -0.205 -3.361 1.283
C -0.570 -4.032 3.087
H 1.940 -3.126 -0.961
H 1.870 -2.996 -2.661
H 0.916 -4.339 -1.929
H -1.678 -4.293 -1.870
H -2.603 -2.899 -1.538
H -1.877 -4.779 0.221
H -2.680 -3.325 0.753
H -0.974 -3.212 3.732
H 0.370 -4.161 3.560
H -1.148 -4.905 3.113
C 3.275 -2.092 3.296
C 4.587 -1.877 2.545
C 4.943 -3.014 1.607
C 4.562 -0.501 1.819
N 3.522 -0.253 0.857
C 2.255 0.134 1.021
N 1.641 0.048 -0.179
N 2.636 -0.542 -1.029
N 3.677 -0.711 -0.342
H 3.276 -3.063 3.841
H 2.366 -2.043 2.556
H 3.167 -1.295 4.061
H 5.407 -1.656 3.283
H 3.998 -3.428 1.254
H 5.440 -3.905 2.030
H 5.491 -2.690 0.725
H 5.535 -0.315 1.367
H 4.388 0.217 2.619
H 1.777 0.427 1.929
C -2.550 2.839 1.361
Si -0.795 3.170 0.732
C 0.524 2.815 1.935
C -0.700 4.964 0.269
C -0.538 2.025 -0.890
Si 0.579 2.590 -2.247
C 1.011 1.227 -3.429
C 2.166 3.192 -1.403
C -0.395 3.948 -3.098
H -2.863 3.447 2.228
H -2.608 1.816 1.755
H -3.257 3.073 0.546
H 0.732 3.654 2.672
H 1.420 2.575 1.416
H 0.192 1.942 2.503
H -0.909 5.441 1.228
H -1.498 5.308 -0.389
H 0.291 5.233 -0.108
H -1.399 1.803 -1.479
H 0.203 1.051 -4.124
H 1.272 0.276 -2.990
H 1.873 1.503 -4.030
H 2.813 2.344 -1.199
H 2.149 3.794 -0.502
H 2.776 3.809 -2.141
H -1.174 3.502 -3.759
H 0.167 4.592 -3.701
H -0.853 4.506 -2.331
```

Values from the calculation:
Kohn-Sham gap (alpha / beta)	8.243 / 5.846	eV
<S²>	6.021
multiplicity	5
LUMO energy (alpha / beta)	-5.6 / -8.4	eV
net charge	+2